1.
ORCA calculation (the ωB97M-V functional and the def2-TZVPD basis) on a 11-piece molecular cluster, C11H44N20O11 overall.

Computed properties:
Energy relative to the best compared isomer or geometry (same formula, charge and spin) ... 177.0 kJ/mol
Gap between HOMO and LUMO ... 7.39 eV

The geometry in ORCA input format:
```
! RIJCOSX wB97M-V def2-TZVPD def2/J DEFGRID3
* xyz 0 1
H 1.3916 4.2006 7.7340
O 6.6182 -3.4547 7.6999
C 1.1748 -3.9575 5.3942
H 0.1732 -4.1239 3.6899
H 1.0814 -5.5506 4.0547
H 5.5720 -6.0183 3.8066
N 5.6079 -3.9889 5.7021
N 3.4123 0.5740 0.6441
H 1.4585 1.1088 3.0778
H 2.3461 1.2137 9.3744
H 2.0729 -2.3050 8.9966
H 0.2834 -0.4296 5.2558
O 2.3393 1.2869 6.9229
O 1.2404 3.0530 4.5342
C 6.9706 -0.6659 2.2040
H 1.4786 3.4312 6.1793
N 0.9293 1.8494 2.6386
N -1.8749 -0.1962 4.3996
N 1.9208 2.0567 9.0216
H 2.5517 -0.6596 5.1151
H 2.8944 -6.0415 1.7066
O 6.5613 -0.4929 3.3591
N 2.5031 -1.5709 8.4669
H -1.1776 -0.6884 3.8571
N 6.6249 -1.7978 1.5319
H 4.5462 -7.0085 2.7679
H 2.8582 -4.2997 1.4220
H 3.8006 0.0033 4.0683
N 4.3650 -0.5300 7.6425
H -2.6464 -2.1438 2.5851
H 5.7857 -2.2088 1.9188
H -2.8139 -0.4331 4.1270
N -0.1585 0.4134 5.5802
H 1.6072 -1.4201 3.0497
H 0.4878 1.1774 5.7279
C 2.0504 2.2188 7.6822
N 0.7021 -4.6716 4.3501
O 4.9314 -3.9000 2.7935
H 6.3353 -1.7116 5.0642
N 3.2359 -5.1138 1.8707
H -0.1454 4.7032 3.4322
O -0.2076 -1.4071 2.1671
O -2.0768 1.5694 5.9405
O 0.8072 -2.7992 5.6431
H 0.7418 1.9295 1.6563
H 1.3336 2.6209 9.6029
N 4.3325 2.1306 2.0135
H 7.8037 1.1494 1.9816
H 0.7049 -3.2517 0.6854
H 2.3420 -5.4757 5.7502
H 7.9260 0.1442 0.5740
N -0.0870 -3.4640 1.2667
H 6.9723 -2.0448 0.6250
H 5.2929 -3.5738 4.8388
N 7.6330 0.2715 1.5244
H -0.6622 3.6608 2.1139
O 4.1621 2.5558 -0.2154
N 2.1459 -4.5532 6.0900
C 0.7308 2.9290 3.4070
H 5.4382 -4.9594 5.8795
N 4.8173 -6.1224 3.1497
N -0.2411 3.7921 3.0167
O 2.3646 -0.8101 2.9897
H 3.1512 0.0359 1.4618
C 6.2190 -3.1702 6.5767
H 3.8908 1.5051 2.6627
H 3.7581 0.0932 7.1211
H 3.5627 -1.8545 4.3405
C 4.3310 -4.9630 2.6339
C -0.7443 -2.4909 1.9300
H 2.5157 -4.0832 6.9009
H -0.6001 -4.2590 0.9204
C 3.8445 -1.4950 8.4188
N -1.9673 -2.8459 2.3582
C 3.1507 -0.8534 4.2236
C 3.9700 1.8144 0.7412
H 3.2152 0.2408 -0.2811
O 4.5764 -2.2235 9.1128
N 1.5042 3.3581 7.2011
C -1.4644 0.6770 5.3717
H 4.7511 2.9979 2.2836
H -2.1717 -3.8280 2.3993
H 5.3518 -0.3658 7.6526
H 1.9562 -1.0338 7.8091
H 7.2146 -1.4330 6.5693
N 6.5930 -1.9792 6.0034
*
```

2.
ORCA calculation (the ωB97M-V functional and the def2-TZVPD basis) on a 11-piece molecular cluster, C11H44O11 overall.

Computed properties:
Energy relative to the best compared isomer or geometry (same formula, charge and spin) ... 212.1 kJ/mol
Gap between HOMO and LUMO ... 10.36 eV

The geometry in ORCA input format:
```
! RIJCOSX wB97M-V def2-TZVPD def2/J DEFGRID3
* xyz 0 1
C -1.2318 4.2815 -0.4378
C -1.0122 -0.4790 -4.1655
O 3.7874 2.9195 -0.9965
H -0.8351 -1.1640 0.1523
O 2.0456 -0.4200 3.4058
H 0.8412 -5.5139 -0.4567
O -1.6068 -2.6663 1.7364
H 2.6488 2.5306 0.7254
H 0.9962 0.7042 -2.6573
H -1.7815 2.9669 2.8840
H -3.3284 -2.6421 2.7951
O -2.3122 3.7484 -1.1888
O -3.9008 -0.2509 -1.3433
H -0.9468 0.5719 -4.2817
C -2.9845 -2.9746 1.8121
H -1.5904 5.2187 -0.0017
O 2.2131 -2.2735 -0.4706
H -1.8800 -0.7123 -3.5150
H -1.9351 3.2459 -1.9433
H -0.5273 -4.4658 -0.7026
C 0.2814 0.4189 0.4669
H 3.0481 -1.0492 -1.8811
C -1.6134 2.3255 3.7333
C 3.6713 2.4160 0.3522
H 0.0051 0.3666 1.5131
H -0.1330 2.8508 -2.6729
C 1.8901 -1.7824 3.0468
H 0.6705 2.3677 -4.1477
H 2.7012 -2.0857 2.3429
H 3.9428 1.3600 0.3119
H 1.9153 -2.3290 3.9995
H -2.8571 0.4070 0.3552
O -0.3734 1.7179 3.5505
H -1.1970 -0.9158 -5.1309
H 3.1450 2.3876 -1.5029
H -3.9227 1.6693 -0.4083
H -3.4912 -2.3498 1.0797
H 0.9902 -1.9755 2.5028
C 3.2973 -1.5146 -0.8862
H 4.2477 -2.1044 -1.0112
H -1.0362 3.5954 0.4082
H -2.4424 1.6110 3.8669
H 1.3750 -1.7735 -0.4286
H 4.3979 2.9798 0.9622
H -1.7151 3.0256 4.5977
C 0.0003 -5.1003 0.0634
H 0.1490 -1.7197 -3.1028
C 0.8411 2.5763 -3.0731
H -4.6324 -0.6124 -0.8285
H -0.6489 -5.9177 0.3809
H 1.3408 0.6716 0.2758
H -1.1035 -3.4705 1.9051
H -0.2567 4.4447 -0.9988
O 1.4045 1.5145 -2.3310
H 1.9609 0.2236 2.6850
C -3.2759 0.8230 -0.5823
H 1.5300 3.4132 -3.0416
O 0.4851 -4.3632 1.0667
O 0.2192 -0.8847 -3.5882
H 1.1296 -3.7483 0.6671
O -0.0257 -0.7727 -0.2561
H 3.5053 -0.6588 -0.2309
H -3.2054 -4.0419 1.6220
H -0.1739 0.9855 4.1475
H -2.4379 1.1477 -1.1928
H -0.2622 1.2458 0.0422
*
```

3.
ORCA calculation (the ωB97M-V functional and the def2-TZVPD basis) on a 12-piece molecular cluster, C11H50BN24O13 overall.

Computed properties:
Energy relative to the best compared isomer or geometry (same formula, charge and spin) ... 70.0 kJ/mol
Gap between HOMO and LUMO ... 7.20 eV

The geometry in ORCA input format:
```
! RIJCOSX wB97M-V def2-TZVPD def2/J DEFGRID3
* xyz 1 1
H -1.7137 0.4575 0.7890
H -1.5199 -4.2964 -2.8258
H 3.4030 -2.5041 -5.9637
H -2.8669 -6.2248 4.0366
N 2.6845 0.7975 4.3053
H 1.5653 7.0355 -0.1636
N 3.9213 -1.5354 9.2047
O -2.4757 -4.1793 5.3564
N 2.0875 3.2461 2.1667
H -1.6412 2.8816 -1.4345
O 2.1610 -0.7895 5.8445
N -0.1951 -1.0975 -5.9871
N 1.6159 -3.9194 -11.1704
N 1.0624 6.2037 0.0815
C 2.2624 -2.9760 -10.4115
N -1.0438 -0.2782 -1.8116
H 2.8959 2.5358 -0.8580
H 0.6383 -4.1227 -11.0907
N 0.0768 7.2662 1.8834
H -4.9059 5.5916 -3.1779
N -1.5923 -5.6270 -0.6150
H -2.7127 -2.8545 8.8280
H -2.6201 -1.1051 5.7752
N 4.1610 0.6026 -6.2845
H 1.2091 0.1312 9.6516
N -2.4317 -5.4843 3.5190
H 0.5522 8.1223 1.6694
O 4.1491 3.0158 1.2359
O -0.3690 5.0914 1.4451
N -4.1213 5.1032 -2.7886
C -1.3949 -4.2917 -0.7180
H -1.4767 -1.0224 -1.2593
N -1.3893 -3.7742 -1.9794
O -1.7090 -0.7624 -4.3389
H -1.7301 -6.2262 -1.4074
B -0.9524 1.0569 -0.9426
H -2.2623 0.4261 6.5201
O -0.9468 0.8854 0.3956
H 3.9116 1.4010 -6.8382
N 1.9558 -0.3391 9.1752
H 0.1956 1.2416 4.3945
H -1.8371 0.2914 -7.3329
C 2.9419 2.9960 1.1261
H 2.4955 3.5084 3.0459
N 2.3097 2.7168 -0.0648
H -1.5802 -6.0382 0.2988
H -0.1606 0.0408 5.6000
N -2.6856 -2.4176 7.9259
N -1.5752 -3.3447 3.4323
H 4.9341 0.6715 -5.6497
H -1.3331 -3.4704 2.4626
O -2.2421 -0.3809 8.8475
H 3.8998 -1.5982 8.2037
H 1.9517 -0.3947 8.1721
H -5.5560 3.4746 -0.4196
N 1.4842 -2.3117 -9.4961
O 2.5501 -0.6080 -7.3088
H 2.3843 1.5362 3.6956
N -2.1014 0.1321 -6.3780
H 2.1653 -4.4162 -11.8462
H -6.2796 4.5393 -1.5723
N -2.4296 -0.5595 6.5947
C 1.8148 0.1120 5.1021
C -2.1770 -4.3138 4.1818
H 4.6698 -1.9625 9.7155
H 3.6552 0.5478 4.3432
O -3.2396 3.6869 -1.2553
O 2.9748 -0.8349 11.1474
H 1.0870 3.2780 2.0587
N -5.4645 4.0750 -1.2177
H -1.3571 -2.4782 3.8872
H -1.2325 -2.7914 -2.0405
C 0.2173 6.1237 1.1529
H 4.6239 -1.6147 -5.1236
H 0.3828 -1.6148 -5.3506
N 0.5034 0.5101 5.0063
N 3.8536 -1.6303 -5.7655
C -4.2218 4.2538 -1.7318
H 0.1506 -0.9548 -6.9209
H -1.5623 -0.1301 -2.6981
C 3.4660 -0.5454 -6.4959
O 3.4485 -2.7471 -10.5364
H 1.3109 2.6903 -0.1731
H 1.9396 -1.6077 -8.9348
C 2.9469 -0.8952 9.9326
H -0.5337 7.2326 2.6783
H -3.2073 5.2772 -3.1623
O -1.2254 -3.5506 0.2488
C -2.4423 -1.0852 7.8787
H -0.6411 2.1787 -2.6008
H -2.8157 -2.9708 7.0948
H 0.5068 -2.5005 -9.3834
H 1.2067 5.3694 -0.4558
H 0.6474 -1.0738 -1.3632
H -2.1954 -5.6231 2.5573
O 0.2825 -0.6463 -2.1560
N -0.8305 2.2663 -1.6094
H -2.9709 0.5047 -6.0446
C -1.3458 -0.5854 -5.5135
*
```

4.
ORCA calculation (the ωB97M-V functional and the def2-TZVPD basis) on a 18-piece molecular cluster, C11H52Cl2O19 overall.

Computed properties:
Gap between HOMO and LUMO ... 9.99 eV

The geometry in ORCA input format:
```
! RIJCOSX wB97M-V def2-TZVPD def2/J DEFGRID3
* xyz 0 1
O 6.8984 -1.3351 5.1475
C -5.3646 0.0775 -1.1565
H 2.6761 3.7144 3.7268
H 0.4579 -0.1142 -5.0388
H -5.0090 -4.4360 -0.3245
H 8.8846 -2.0978 5.6116
O -4.4010 -1.6907 2.8403
H -3.9845 -0.9217 3.2432
O -6.5345 -0.2953 4.2307
H -3.7892 -2.4139 3.0094
C 0.7433 2.9903 1.1069
H -3.5244 -0.5299 0.5326
H -5.3079 0.9933 -1.7397
H 1.3523 2.5819 4.0459
H 0.4435 0.0106 -1.9516
H -4.4703 -1.6777 -4.5482
O -0.4211 2.6486 -0.8879
H 3.2022 -0.6800 -8.3075
O 2.4270 0.9986 5.3635
O 1.8718 -2.0627 -7.1077
O -4.6252 -2.5706 -4.2244
C 0.7706 2.5062 -0.3032
H 0.1043 2.2015 -2.8641
H -1.1428 -0.0542 -2.6838
C -1.1929 -0.0193 -0.5226
O -4.4564 -4.6469 0.4353
H -1.5938 2.1724 -2.4461
O -7.0422 1.1106 7.0162
Cl -0.7758 3.6323 1.6419
C 1.7431 2.9394 1.9890
H 1.9600 -1.6390 3.6242
H -3.7955 4.0706 -0.9631
O 9.7552 -2.4244 5.8712
Cl 3.2613 2.2523 1.5100
H 6.2979 1.2980 3.2772
H -4.5687 -1.7446 -1.9854
H 2.9602 1.0833 6.1587
H -4.4733 -3.1375 -4.9868
H 1.3570 -1.2530 -4.6072
O 2.0131 -1.6855 4.5921
H -6.3207 -0.3893 -1.3889
H 10.1873 -1.6652 6.2720
H -6.8618 2.0099 6.7292
H 6.2789 -1.9350 5.5742
C 1.6927 3.3913 3.4040
H -4.9691 -5.2873 0.9382
H 2.3924 -0.1669 1.3184
H 4.6284 -0.2569 -8.6599
H 1.3720 -2.3423 4.8764
O 1.7335 2.0331 -0.8482
C -4.1908 -0.8712 -1.4684
O 0.4322 -0.9858 -4.6312
H -6.3336 -0.8694 3.4805
H -1.9086 0.7342 -0.1954
H 4.6931 0.7547 -0.6967
O 5.0825 2.2611 -10.3769
H 4.5672 1.5944 -9.9083
O -3.4200 3.2341 -0.6721
H 2.2743 0.0462 5.2612
H -1.7621 -1.8793 -1.5120
H -6.8600 0.5595 6.2450
H 1.0155 4.2341 3.5069
H 4.9872 0.8513 2.6393
C -0.6031 1.8916 -2.0976
H 6.4226 -0.9998 4.3756
H 4.5334 2.5058 -11.1270
H 1.6590 -2.0690 -8.0474
O 2.0286 -1.0429 1.4961
H -0.3941 -0.0485 0.2202
C -3.3874 -1.2992 -0.2236
H 5.8012 0.4612 0.3225
H -3.7485 -2.2424 0.1704
H 1.2869 -2.7246 -6.7245
C -1.8902 -1.3936 -0.5448
H -6.3680 0.5952 3.9053
H -2.5556 3.4636 -0.3101
H -3.5049 -0.3715 -2.1540
H -1.4229 -2.0474 0.1934
C -0.5732 0.3831 -1.8680
O 3.7042 -0.0289 -8.8068
O 5.8635 0.5343 2.8822
O 5.5876 0.4056 -0.6169
H 2.1791 -1.5370 0.6830
H -5.3761 0.3694 -0.1097
*
```

no.,DFT total energy (eV),E_HOMO (eV),strongest force on any atom (eV/Å)
1,-64454.809,-8.05,3.27
2,-34638.202,-9.94,3.47
3,-75282.135,-10.04,1.31
4,-76198.442,-10.08,0.84